27
Properties=species:S:1:pos:R:3 method="wB97M-V/def2-TZVPD" total_charge=+1 gap_ha=0.360 e_above_lowest_kj_mol=281.44
C 1.76 0.97 0.14
C 2.65 -0.24 -0.06
C 1.82 -1.37 -0.67
C -1.48 1.44 -0.45
C 0.73 -1.95 0.20
C 0.72 0.95 1.23
C -1.96 0.08 0.17
C -2.48 -0.84 -0.94
N -0.64 2.14 0.50
O 1.74 1.84 -0.72
Si -0.40 -0.64 1.06
H 3.49 0.23 -0.61
H 3.05 -0.44 0.97
H 1.34 -0.91 -1.51
H 2.58 -2.26 -0.83
H -0.85 1.37 -1.31
H -2.41 2.17 -0.75
H 0.24 -2.68 -0.26
H 1.35 -2.54 0.92
H 0.95 1.35 2.11
H -2.65 0.17 1.00
H -1.58 -1.35 -1.47
H -3.02 -0.25 -1.71
H -3.31 -1.53 -0.75
H -0.08 2.70 -0.10
H -1.02 2.43 1.38
H -0.57 -0.85 2.44

=====

15
Properties=species:S:1:pos:R:3 method="wB97M-V/def2-TZVPD" total_charge=-1 gap_ha=0.227 e_above_lowest_kj_mol=291.74
C -0.47 0.93 -1.57
O -1.22 -0.04 -1.99
C 0.94 0.40 -0.77
C 0.83 0.45 0.73
C -0.36 -0.34 1.22
O 0.05 -1.43 2.14
H -0.90 1.62 -0.76
H -0.03 1.54 -2.42
H 1.83 0.80 -1.26
H 0.85 -0.64 -1.13
H 0.63 1.51 0.98
H 1.75 0.18 1.24
H -1.07 0.16 1.88
H -0.86 -0.85 0.40
H 1.00 -1.54 2.29

=====

20
Properties=species:S:1:pos:R:3 method="wB97M-V/def2-TZVPD" gap_ha=0.292 e_above_lowest_kj_mol=610.37
C -1.12 1.05 -0.25
C -1.40 0.19 0.89
C 1.43 1.44 0.19
C -0.40 -2.00 -0.46
N 0.44 0.66 -0.55
C 0.13 -0.93 0.47
O 1.09 0.20 -1.76
N 0.95 -1.30 1.39
H 0.39 0.08 -2.42
H 1.28 -0.53 1.97
H -1.10 2.12 -0.05
H -1.64 0.78 -1.17
H -1.24 0.63 1.87
H -2.26 -0.47 0.81
H 1.71 2.30 -0.42
H 2.30 0.83 0.37
H 1.02 1.78 1.14
H -0.93 -2.75 0.14
H -1.09 -1.59 -1.19
H 0.44 -2.50 -0.95

=====

92
Properties=species:S:1:pos:R:3 method="wB97M-V/def2-TZVPD" total_charge=+3 gap_ha=0.231 e_above_lowest_kj_mol=185.58
Zr 1.15 0.05 0.14
N 7.71 -1.49 0.12
C 6.64 -0.42 0.00
C 5.25 -1.05 -0.11
N 4.16 -0.06 -0.19
H 8.64 -1.08 0.18
H 7.72 -2.13 -0.67
H 7.59 -2.06 0.96
H 6.88 0.17 -0.88
H 6.72 0.21 0.87
H 5.07 -1.68 0.76
H 5.21 -1.69 -0.99
H 4.28 0.55 -0.98
H 4.16 0.51 0.65
F 1.65 -1.75 1.12
C 1.25 -0.98 2.53
F 2.03 -1.51 3.33
F 2.17 0.37 1.98
N 1.01 4.30 -0.30
C 2.39 4.29 -0.11
C 2.74 2.99 -0.10
N 1.59 2.21 -0.29
C 0.57 3.07 -0.40
H 0.43 5.13 -0.35
H 2.98 5.18 -0.01
H 3.72 2.59 0.04
H -0.47 2.80 -0.55
C -0.39 -2.48 -3.30
C 0.75 -1.48 -3.05
C 1.53 -1.88 -1.81
C 0.34 -0.01 -3.08
C 1.06 0.82 -3.95
C 0.63 2.11 -4.23
C -0.54 2.59 -3.65
C -1.26 1.83 -2.74
C -2.58 2.38 -2.20
C -2.49 3.82 -1.63
C -3.63 2.34 -3.33
C -0.79 0.53 -2.44
N -1.46 -0.23 -1.41
B -0.99 -0.30 -0.05
N -2.07 -0.90 0.69
C -3.09 -1.13 -0.19
C -2.73 -0.73 -1.46
C -2.17 -1.12 2.12
C -2.09 -0.01 2.97
C -2.12 -0.25 4.34
C -2.24 -1.53 4.84
C -2.33 -2.61 3.98
C -2.28 -2.43 2.60
C -2.32 -3.65 1.68
C -1.13 -4.58 1.97
C -3.65 -4.41 1.82
C -2.02 1.43 2.48
C -0.65 2.05 2.76
C -3.14 2.29 3.08
H 0.02 -3.47 -3.52
H -0.99 -2.17 -4.17
H -1.05 -2.57 -2.44
H 1.44 -1.60 -3.88
H 0.84 -2.16 -0.99
H 2.25 -1.09 -1.53
H 2.13 -2.76 -1.99
H 1.92 0.42 -4.48
H 1.18 2.72 -4.95
H -0.90 3.58 -3.93
H -2.94 1.74 -1.40
H -1.70 4.41 -2.10
H -2.33 3.82 -0.54
H -3.43 4.36 -1.79
H -3.40 3.07 -4.11
H -4.62 2.57 -2.93
H -3.67 1.35 -3.80
H -4.03 -1.57 0.14
H -3.30 -0.78 -2.38
H -2.06 0.59 5.03
H -2.27 -1.69 5.91
H -2.43 -3.62 4.38
H -2.23 -3.33 0.65
H -1.19 -5.01 2.97
H -0.18 -4.05 1.89
H -1.12 -5.41 1.25
H -3.76 -4.82 2.82
H -3.69 -5.24 1.11
H -4.51 -3.76 1.63
H -2.17 1.43 1.40
H -0.35 1.91 3.80
H -0.65 3.12 2.56
H 0.13 1.59 2.15
H -3.01 2.42 4.16
H -4.12 1.83 2.92
H -3.15 3.28 2.62